1.
{"formula": "ClHIOPS", "method": "ωB97M-V/def2-TZVPD", "e_tot_ev": -42811.202, "charge": 0, "homo_lumo_gap_ev": 7.49, "de_lowest_kj_mol": 184.5, "largest_force_ev_per_a": 3.18, "elements": ["O", "P", "S", "Cl", "I", "H"], "positions_angstrom": [[0.883, 0.489, -0.839], [-0.354, -0.285, -0.117], [-0.721, -1.757, -1.345], [0.520, -0.957, 2.341], [-1.892, 1.356, 0.454], [1.565, 1.155, -0.494]], "forces_ev_per_a": [[0.75, 0.78, 1.19], [2.66, -1.63, -0.63], [-0.23, 1.13, 1.67], [-0.84, 0.82, -2.59], [-0.51, 0.33, 0.35], [-1.84, -1.43, 0.01]]}



2.
{"formula": "ClHN2O2", "method": "ωB97M-V/def2-TZVPD", "e_tot_ev": -19610.174, "charge": 0, "homo_lumo_gap_ev": 10.68, "smiles": "N#[N+][O-].OCl", "de_lowest_kj_mol": 0.0, "largest_force_ev_per_a": 1.71, "elements": ["N", "N", "O", "O", "Cl", "H"], "positions_angstrom": [[2.339, 0.112, 0.911], [1.688, 0.094, 0.024], [1.052, 0.087, -0.958], [-1.374, -0.584, 0.099], [-2.833, 0.238, 0.389], [-0.873, 0.053, -0.465]], "forces_ev_per_a": [[0.83, -0.02, 1.50], [0.33, 0.05, -0.17], [-0.96, 0.04, -1.36], [-0.07, 0.88, -0.38], [0.31, -0.23, -0.02], [-0.42, -0.71, 0.44]]}



3.
{"formula": "ClHNO2S", "method": "ωB97M-V/def2-TZVPD", "e_tot_ev": -28958.796, "charge": -1, "homo_lumo_gap_ev": 4.02, "de_lowest_kj_mol": 157.7, "largest_force_ev_per_a": 4.04, "elements": ["N", "O", "O", "S", "Cl", "H"], "positions_angstrom": [[0.339, -0.745, 0.225], [-0.241, -1.436, -2.100], [0.889, 0.757, -1.820], [0.116, -0.333, -1.235], [-1.708, 1.743, 4.096], [0.605, 0.014, 0.834]], "forces_ev_per_a": [[-1.36, 0.15, -1.55], [-0.73, 1.22, 0.52], [-1.75, -0.41, 0.51], [3.72, -1.52, 0.40], [0.08, -0.03, -0.10], [0.05, 0.60, 0.23]]}



4.
{"formula": "ClHNP", "method": "ωB97M-V/def2-TZVPD", "e_tot_ev": -23316.339, "charge": 0, "homo_lumo_gap_ev": 11.54, "smiles": "N#P.Cl", "de_lowest_kj_mol": 73.7, "largest_force_ev_per_a": 1.99, "elements": ["N", "P", "Cl", "H"], "positions_angstrom": [[2.488, 0.996, -0.596], [2.318, 0.649, 0.800], [-2.040, -0.323, -0.036], [-2.766, -1.322, -0.168]], "forces_ev_per_a": [[0.24, 0.48, -1.91], [-0.25, -0.48, 1.91], [0.79, 1.08, 0.14], [-0.78, -1.08, -0.14]]}



5.
{"formula": "ClHO3", "method": "ωB97M-V/def2-TZVPD", "e_tot_ev": -18674.312, "charge": 0, "homo_lumo_gap_ev": 11.11, "de_lowest_kj_mol": 25.3, "largest_force_ev_per_a": 3.51, "elements": ["H", "O", "O", "O", "Cl"], "positions_angstrom": [[1.047, -0.251, 0.712], [1.112, -0.582, -0.194], [-1.485, -0.674, 0.088], [-0.214, 1.378, 0.037], [-0.460, 0.129, -0.643]], "forces_ev_per_a": [[0.50, -0.02, 0.52], [-1.77, -0.09, -1.05], [2.01, 1.35, -1.87], [-0.71, 0.45, -0.67], [-0.03, -1.68, 3.08]]}



6.
{"formula": "ClHg2O4", "method": "ωB97M-V/def2-TZVPD", "e_tot_ev": -29011.241, "charge": 3, "homo_lumo_gap_ev": 4.93, "de_lowest_kj_mol": 0.0, "largest_force_ev_per_a": 7.28, "elements": ["Hg", "Hg", "Cl", "O", "O", "O", "O"], "positions_angstrom": [[2.014, -2.210, 1.499], [-1.151, 1.528, -2.811], [-0.121, 0.147, 0.289], [-1.500, 0.338, 0.663], [0.750, 0.545, 1.353], [-0.054, -1.280, -0.038], [0.061, 0.933, -0.955]], "forces_ev_per_a": [[-1.17, 0.50, -0.72], [0.43, -0.31, 1.25], [-6.22, 1.38, 3.51], [1.59, -0.05, -0.56], [0.91, -0.66, -1.84], [2.97, -1.96, 0.53], [1.49, 1.10, -2.18]]}



7.
{"formula": "ClHgMg2NO7", "method": "ωB97M-V/def2-TZVPD", "e_tot_ev": -43342.763, "charge": 4, "homo_lumo_gap_ev": 2.41, "largest_force_ev_per_a": 7.05, "elements": ["Mg", "Mg", "Hg", "Cl", "O", "O", "O", "O", "N", "O", "O", "O"], "positions_angstrom": [[-3.264, -3.638, 0.469], [1.764, -0.834, 0.556], [-2.991, 0.339, -2.606], [1.847, 2.171, 0.574], [1.330, 2.944, 1.702], [2.103, 3.006, -0.590], [2.981, 1.348, 0.807], [0.693, 1.405, 0.369], [-1.127, -1.737, -0.425], [0.001, -1.477, -0.003], [-1.578, -2.635, 0.228], [-1.760, -0.892, -1.080]], "forces_ev_per_a": [[0.10, -0.46, 0.31], [0.55, 1.96, 0.05], [-0.46, 1.08, -1.05], [1.06, 6.95, -0.57], [1.92, 0.08, -0.38], [-0.43, -0.95, 1.76], [0.43, -2.57, 0.76], [-3.20, -5.19, -1.69], [1.79, 5.31, 1.35], [2.30, 0.81, -1.48], [-4.64, -4.81, 0.72], [0.58, -2.22, 0.23]]}



8.
{"formula": "ClNO3S", "method": "ωB97M-V/def2-TZVPD", "e_tot_ev": -30984.295, "charge": -2, "homo_lumo_gap_ev": [4.39, 4.55], "de_lowest_kj_mol": 0.0, "largest_force_ev_per_a": 1.84, "elements": ["N", "O", "O", "O", "S", "Cl"], "positions_angstrom": [[-2.455, 0.995, -0.258], [0.755, -0.382, -1.442], [0.538, -1.165, 0.970], [1.804, 0.859, 0.418], [0.617, 0.020, 0.041], [-3.003, -0.496, 0.077]], "forces_ev_per_a": [[1.09, 0.62, -0.02], [-0.19, 0.12, 1.83], [-0.15, 0.30, -0.57], [-0.26, 0.19, 0.10], [-0.06, -0.39, -1.53], [-0.43, -0.83, 0.19]]}